Formula: C55H65BrF12NO39S
Source: OMol25
Level of theory: ωB97M-V/def2-TZVPD

```
174
Properties=species:S:1:pos:R:3:forces:R:3:mulliken_charge:R:1
C 0.8037 0.1411 4.2360 0.59 -0.20 1.02 -0.780
C 0.9818 -1.3053 3.4501 0.05 -0.33 1.30 -0.341
C -0.2169 -1.6666 2.4019 0.73 -1.34 3.17 -0.020
N -0.4243 -0.7139 1.2518 0.55 -0.52 0.85 0.721
S 1.1260 0.0121 0.7479 1.81 -0.29 -0.73 -0.113
C -1.1979 0.6001 1.5075 -3.03 4.69 0.93 -0.213
O -0.3695 1.8232 1.7755 -0.92 -0.96 0.97 -0.586
C -1.9532 1.1015 0.1005 1.90 -2.33 0.93 -0.492
C -1.8036 -0.3069 -0.7220 -2.16 0.42 -1.69 -0.879
C -1.1673 -1.5570 0.1888 -1.30 2.58 -4.56 0.251
C -2.4069 -2.5165 0.6743 -0.23 -1.41 1.13 -0.017
C -3.5751 -1.7891 1.5600 -4.09 5.58 -2.09 0.099
O -4.3441 -0.7566 1.1826 5.57 -6.99 2.21 -0.505
Br -4.0079 -2.5146 3.4185 0.72 0.48 -1.87 -0.115
C -0.1137 -2.2108 -0.8763 1.30 -1.68 0.61 0.268
C -0.6739 -3.4171 -1.8229 0.69 0.10 -1.84 0.422
C -1.9394 -2.9706 -2.8209 0.73 -1.18 -0.35 -1.117
O -0.9110 -4.7046 -1.1327 1.12 0.86 -0.95 -0.455
C 0.0758 -5.7259 -1.5218 0.86 -1.30 0.44 -0.285
C 1.6142 -5.4141 -0.9700 3.46 1.26 0.16 1.022
C 2.6956 -4.8451 -2.1127 1.26 -0.20 3.54 -0.227
C 4.2557 -4.4258 -1.7604 -3.26 -1.46 3.31 -0.559
C 4.7483 -4.5782 -0.1869 -4.21 -1.12 -1.61 -0.467
C 3.6705 -5.1679 0.9235 -0.92 0.46 -2.96 -0.540
C 2.1099 -5.5846 0.5830 2.47 1.73 -3.78 -0.390
H 1.0182 -0.0525 5.3944 -0.46 0.38 -2.58 0.358
H -0.2988 0.5646 4.1947 2.41 -0.83 -0.15 0.115
H 1.6157 0.9315 3.9005 -2.05 -1.56 0.45 0.208
H 0.9048 -2.1238 4.3183 -0.04 1.56 -2.15 0.437
H 2.0831 -1.4645 3.0166 -2.61 0.51 0.80 0.190
H 0.0396 -2.7513 1.9737 -0.79 2.52 0.70 -0.012
H -1.2207 -1.6742 3.0480 2.10 -0.15 -1.63 0.082
H 2.0915 -0.9975 0.8798 -1.52 0.31 -0.16 0.197
H -1.8948 0.5988 2.4693 1.29 -1.14 -2.23 0.290
H -0.9660 2.5177 2.2147 0.83 -1.52 -0.71 0.329
H -1.1325 1.8616 -0.3172 -2.32 -1.52 0.79 0.209
H -3.0105 1.5598 0.3037 2.13 -1.13 -0.46 0.316
H -1.2347 0.0231 -1.6877 -0.45 -1.28 1.94 0.223
H -2.8018 -0.7459 -1.1634 1.72 1.19 1.06 0.421
H -2.9780 -3.0142 -0.2496 1.49 1.51 1.81 0.295
H -2.0466 -3.4563 1.3180 -0.65 2.24 -1.46 0.491
H 0.3865 -1.4244 -1.6217 -1.44 -1.57 1.88 -0.513
H 0.7827 -2.6763 -0.2389 -1.82 0.72 -1.46 -0.011
H 0.2082 -3.6475 -2.5970 -1.74 0.91 1.82 0.054
H -1.8566 -1.8326 -3.0809 -0.33 -2.25 0.57 0.172
H -1.7797 -3.5924 -3.8277 -0.45 1.45 2.21 0.353
H -2.9853 -3.3087 -2.4097 2.01 0.95 -0.65 0.315
H -0.2845 -6.7567 -1.0398 0.64 2.67 -0.90 -0.258
H 0.0505 -5.9136 -2.7001 0.29 0.63 2.55 0.298
H 2.3091 -4.7257 -3.2161 0.89 -0.32 2.40 0.273
H 4.9415 -4.0001 -2.6142 -1.46 -1.01 2.01 0.356
H 5.8465 -4.2802 0.1095 -2.52 -0.79 -0.51 0.366
H 4.0553 -5.2889 2.0250 -0.85 0.24 -2.39 0.398
H 1.3288 -5.9759 1.3721 2.01 0.84 -1.61 0.312
C 6.3528 -8.9704 0.7951 -0.74 -1.22 -0.03 0.058
C 7.3370 -8.2954 -0.0979 -0.08 -0.15 -1.10 0.237
O 7.3325 -6.9609 0.3559 0.06 -0.16 1.13 -0.260
C 7.0190 -7.0377 1.6797 0.07 1.66 1.84 0.641
O 7.1844 -6.1287 2.4761 -0.50 -1.80 -1.64 -0.537
O 6.5031 -8.2613 2.0085 0.65 1.36 0.13 -0.316
F 6.9128 -8.3101 -1.3815 0.25 0.01 -0.10 -0.241
H 5.3213 -8.8699 0.4413 0.27 0.10 -0.23 -0.071
H 6.5750 -10.0323 0.9315 0.03 0.23 0.17 0.295
H 8.3521 -8.7020 -0.0358 -0.06 0.09 -0.18 0.225
C 4.1398 0.7347 -2.6231 1.11 -0.25 0.36 -0.010
C 3.2579 1.9239 -2.4509 0.51 0.92 0.03 0.563
O 2.2229 1.7042 -3.3822 -0.21 -0.86 0.22 -0.230
C 2.1242 0.3494 -3.4896 -1.85 -1.91 -1.21 0.674
O 1.1717 -0.2304 -3.9841 2.01 1.30 1.17 -0.584
O 3.2201 -0.2818 -2.9680 -1.47 0.31 -0.44 -0.264
F 3.9064 3.0591 -2.7948 -0.15 0.17 0.13 -0.313
H 4.8647 0.8588 -3.4346 -0.38 0.25 0.36 -0.307
H 4.6793 0.4807 -1.7067 -0.09 -0.12 -0.26 0.387
H 2.8336 2.0263 -1.4463 0.01 0.21 -0.09 0.021
C -0.0847 5.1612 -4.8463 0.86 0.79 -0.64 -0.502
C -0.1058 4.2559 -3.6624 0.36 0.03 0.59 0.648
O -1.4679 3.9181 -3.5301 -0.07 -0.19 -0.83 -0.172
C -1.9731 3.9809 -4.7941 -2.65 -0.89 -1.24 0.512
O -3.0405 3.4951 -5.1294 2.54 1.18 0.91 -0.533
O -1.1335 4.6484 -5.6432 -0.87 -0.77 0.62 -0.303
F 0.2804 4.9131 -2.5459 0.17 -0.05 0.39 -0.296
H -0.3019 6.2028 -4.5871 0.04 -0.17 0.21 0.298
H 0.8682 5.1242 -5.3812 -0.27 -0.07 -0.06 0.306
H 0.4895 3.3446 -3.7836 -0.03 0.14 0.18 0.056
C 0.5507 -9.2897 -0.8865 -0.97 0.57 0.65 0.523
C 0.8564 -10.5277 -1.6581 -0.45 -0.35 -0.58 0.293
O 2.1106 -10.2524 -2.2395 0.29 0.35 0.88 -0.319
C 2.7215 -9.3945 -1.3749 2.83 0.96 0.07 0.488
O 3.9153 -9.1443 -1.3879 -2.77 -0.55 0.06 -0.532
O 1.8340 -8.8537 -0.4853 1.08 -0.49 -0.50 -0.181
F -0.0423 -10.7112 -2.6513 -0.12 -0.34 -0.14 -0.286
H 0.0791 -8.5142 -1.4993 0.14 -0.57 -0.08 -0.510
H -0.0853 -9.4866 -0.0192 0.24 0.05 -0.01 0.301
H 0.9254 -11.4330 -1.0455 -0.08 -0.03 -0.21 0.293
C 7.7197 0.6760 -6.4911 0.38 0.71 -1.10 -0.455
C 7.1014 -0.6549 -6.2302 0.30 -0.88 -0.53 0.323
O 7.1978 -0.7945 -4.8309 -0.40 0.98 0.29 -0.259
C 7.1595 0.4777 -4.3443 0.07 0.92 2.44 0.767
O 6.9437 0.7576 -3.1768 0.71 -0.62 -2.58 -0.561
O 7.3850 1.4032 -5.3261 -0.43 -0.66 1.15 -0.297
F 7.8217 -1.6427 -6.8074 -0.16 -0.15 -0.06 -0.279
H 8.8095 0.6254 -6.5867 -0.15 -0.25 0.02 0.295
H 7.3112 1.1566 -7.3841 0.01 0.06 0.28 0.278
H 6.0526 -0.7303 -6.5364 0.12 -0.17 -0.03 0.271
C -2.4718 5.0777 1.4479 0.87 0.05 -1.23 -0.502
C -3.4222 6.0996 1.9715 -0.43 0.98 -0.56 0.325
O -4.1949 5.3822 2.9070 0.98 -0.98 0.60 -0.285
C -3.3698 4.4022 3.3712 -1.05 -1.31 2.50 0.601
O -3.5796 3.7529 4.3823 0.63 1.27 -2.32 -0.584
O -2.2734 4.2404 2.5692 -0.47 -0.31 0.80 -0.223
F -4.2422 6.5424 0.9921 -0.03 -0.17 0.08 -0.314
H -2.8930 4.4895 0.6257 -0.16 0.20 0.07 0.207
H -1.5280 5.5189 1.1161 -0.09 -0.15 0.21 0.318
H -2.9399 6.9492 2.4666 -0.22 -0.07 -0.21 0.386
C -4.2357 5.5970 8.7741 -0.43 -0.59 1.05 -0.421
C -4.4935 5.6782 7.3083 -0.67 -0.03 -0.47 0.446
O -3.6604 6.7335 6.8851 0.63 -0.38 0.47 -0.203
C -2.6092 6.7249 7.7520 2.92 1.60 -0.17 0.581
O -1.5538 7.3035 7.5539 -2.58 -1.39 0.49 -0.534
O -2.8788 5.9817 8.8685 0.41 0.52 -0.88 -0.316
F -5.7771 6.0243 7.0628 -0.25 -0.04 -0.22 -0.317
H -4.8516 6.2944 9.3518 -0.07 -0.02 -0.27 0.273
H -4.3854 4.5880 9.1675 0.21 0.17 -0.03 0.276
H -4.2411 4.7661 6.7570 -0.18 0.13 -0.09 0.211
C -4.1004 -9.8294 -1.6878 -0.55 -0.68 1.07 -0.460
C -4.3582 -9.7483 -3.1537 -0.91 0.01 -0.51 0.302
O -3.5251 -8.6930 -3.5769 0.97 -0.31 0.65 -0.323
C -2.4739 -8.7016 -2.7099 2.25 1.34 -0.40 0.649
O -1.4185 -8.1230 -2.9080 -2.55 -1.09 0.40 -0.517
O -2.7435 -9.4448 -1.5934 0.63 0.66 -0.88 -0.251
F -5.6418 -9.4022 -3.3991 -0.07 -0.09 -0.15 -0.296
H -4.7163 -9.1321 -1.1101 -0.06 -0.03 -0.28 0.285
H -4.2501 -10.8385 -1.2944 0.22 0.18 -0.03 0.267
H -4.1058 -10.6604 -3.7050 -0.16 0.13 -0.05 0.300
C 6.9840 -5.3359 5.7713 0.39 0.11 -1.22 -0.249
C 6.0650 -4.6508 6.7240 -0.54 0.09 0.07 0.358
O 6.0818 -5.4880 7.8579 0.74 0.13 -0.17 -0.302
C 7.3115 -6.0748 7.8470 1.72 -1.88 2.42 0.622
O 7.8044 -6.6487 8.8039 -1.27 1.39 -2.41 -0.531
O 7.9294 -5.9351 6.6345 -0.34 -0.06 1.08 -0.302
F 4.8039 -4.6174 6.2379 -0.42 0.24 -0.06 -0.283
H 6.4835 -6.1139 5.1851 -0.13 0.21 0.10 0.197
H 7.4683 -4.6363 5.0846 0.08 -0.23 0.15 0.205
H 6.3826 -3.6415 7.0067 -0.23 -0.03 -0.02 0.277
C -5.2184 10.3509 4.0745 -0.27 0.17 1.46 -0.248
C -5.8901 10.7944 2.8200 -0.47 0.81 -0.03 0.242
O -4.9055 10.5961 1.8311 0.35 -0.99 0.27 -0.296
C -4.1471 9.5605 2.2885 1.84 -1.30 -1.12 0.629
O -3.3734 8.9206 1.5959 -1.51 1.71 1.56 -0.586
O -4.3650 9.3209 3.6177 0.37 -0.23 -1.46 -0.223
F -6.1835 12.1132 2.8704 -0.25 0.06 -0.21 -0.236
H -4.6177 11.1419 4.5359 -0.19 0.09 -0.25 0.236
H -5.9282 9.9724 4.8149 0.20 -0.13 -0.17 0.290
H -6.7884 10.2219 2.5653 0.01 0.21 -0.07 0.237
C -4.7242 2.3921 -7.3666 0.67 -0.09 1.00 -0.182
C -6.1213 2.7521 -7.7413 -0.44 0.59 0.22 0.314
O -6.0518 2.9330 -9.1375 0.44 -0.78 0.03 -0.297
C -5.0487 2.1093 -9.5522 0.85 -0.95 -3.10 0.620
O -4.8688 1.7806 -10.7130 -0.38 0.83 2.83 -0.539
O -4.2723 1.6896 -8.5069 -0.61 0.07 -1.00 -0.313
F -6.4846 3.9258 -7.1774 -0.28 0.12 0.13 -0.283
H -4.0892 3.2697 -7.2058 -0.35 -0.06 0.01 0.192
H -4.6823 1.7606 -6.4751 0.11 0.03 -0.25 0.211
H -6.8620 1.9803 -7.5065 -0.08 0.21 0.02 0.288
C -3.0917 14.8677 1.5775 0.92 -0.12 -0.93 -0.400
C -4.0421 15.8896 2.1011 -0.60 0.53 -0.43 0.299
O -4.8148 15.1722 3.0366 0.87 -0.43 0.38 -0.276
C -3.9897 14.1922 3.5008 -0.43 -1.80 2.37 0.699
O -4.1995 13.5429 4.5119 0.54 1.43 -2.36 -0.574
O -2.8933 14.0304 2.6989 -0.78 0.02 0.87 -0.299
F -4.8621 16.3323 1.1217 -0.09 0.25 -0.04 -0.289
H -3.5129 14.2794 0.7553 -0.16 0.22 0.09 0.270
H -2.1479 15.3088 1.2457 -0.07 -0.18 0.21 0.268
H -3.5598 16.7392 2.5963 -0.18 0.03 -0.12 0.295
```
Positions in Å, forces in eV/Å.

Calculated values
HOMO level: -10.62 eV
Net charge: +1
Max |F|: 9.20 eV/A
Multiplicity: 1
E_LUMO: -3.10 eV
DFT total energy: -252896.80401 eV